{"formula": "C4H4N2O", "method": "the ωB97M-V functional and the def2-TZVPD basis", "e_tot_ev": -9234.7384, "max_force_ev_per_a": 5.8, "multiplicity": 1, "relative_energy_kcal_mol": 132.6, "homo_energy_ev": -9.773, "elements": ["C", "C", "C", "C", "N", "N", "O", "H", "H", "H", "H"], "coordinates": [[-1.1625, 0.4089, 0.4470], [-0.2372, 1.2891, 0.0140], [-0.8918, -0.9952, 0.2778], [1.2125, -0.5347, -0.3903], [0.2091, -1.4425, -0.2006], [1.0335, 0.8979, -0.4227], [1.7939, 0.1850, 0.5898], [-2.1393, 0.7216, 0.7753], [-0.4100, 2.3513, -0.0741], [-1.6706, -1.7239, 0.4581], [2.2623, -1.1575, -1.4742]]}

=====

{"formula": "C7H13N", "method": "the ωB97M-V functional and the def2-TZVPD basis", "e_tot_ev": -8949.4667, "max_force_ev_per_a": 2.9, "multiplicity": 2, "charge": 1, "relative_energy_kcal_mol": 51.1, "homo_energy_ev": [-13.284, -13.193], "elements": ["C", "C", "C", "C", "C", "C", "C", "N", "H", "H", "H", "H", "H", "H", "H", "H", "H", "H", "H", "H", "H"], "coordinates": [[1.4991, -1.1916, -0.1807], [1.0672, -0.0659, 0.8425], [-0.2784, 0.3396, 0.3825], [-0.3282, 1.2774, -0.6439], [-1.5349, 1.6285, -1.4532], [-1.9286, -1.2231, 1.3212], [-1.4531, 0.0264, 1.2148], [2.5266, -0.5991, -1.0336], [1.6769, -2.1982, 0.1983], [0.6644, -1.3224, -0.8947], [1.0958, -0.3843, 1.8905], [1.7236, 0.8034, 0.8447], [0.5759, 1.6300, -1.1413], [-2.2301, 2.2253, -0.8830], [-1.2743, 2.0792, -2.3971], [-2.1881, 0.7334, -1.5914], [-1.4286, -2.0584, 0.8510], [-2.9142, -1.2043, 1.7637], [-1.8653, 0.8497, 1.8019], [3.4668, -0.6825, -0.6560], [2.6078, -0.8723, -2.0033]]}

=====

{"formula": "C4H12N2O4", "method": "the ωB97M-V functional and the def2-TZVPD basis", "e_tot_ev": -15512.9973, "max_force_ev_per_a": 2.3, "multiplicity": 1, "relative_energy_kcal_mol": 25.3, "smiles": "NC(O)(O)[C@](N)(O)CCO", "homo_energy_ev": -9.601, "elements": ["C", "C", "C", "C", "N", "N", "O", "O", "O", "O", "H", "H", "H", "H", "H", "H", "H", "H", "H", "H", "H", "H"], "coordinates": [[0.4443, -0.2972, 1.2603], [-0.0941, 0.7822, 0.1577], [-1.3858, 0.2150, -0.4175], [-1.2560, -0.2540, -1.9279], [1.0525, -1.4906, 0.7275], [0.9322, 0.9881, -0.8320], [-0.5704, -0.6738, 2.1321], [1.4354, 0.4274, 1.9598], [-0.3961, 1.9693, 0.8303], [-0.2096, -1.1831, -2.0944], [-0.2966, -1.4809, 2.5895], [1.8431, -0.1557, 2.6128], [0.1556, 2.0171, 1.6266], [0.6113, -0.6653, -2.0950], [1.9052, -1.2623, 0.2299], [0.4259, -1.9429, 0.0680], [1.8721, 0.9888, -0.4464], [0.7382, 1.8230, -1.3737], [-1.7503, -0.6419, 0.1447], [-2.1458, 0.9909, -0.3568], [-2.1828, -0.7632, -2.2022], [-1.1285, 0.6091, -2.5933]]}

=====

{"formula": "C4H8O2", "method": "the ωB97M-V functional and the def2-TZVPD basis", "e_tot_ev": -8372.4437, "max_force_ev_per_a": 0.5, "multiplicity": 1, "relative_energy_kcal_mol": 19.3, "smiles": "CCC(=O)CO", "homo_energy_ev": -10.295, "elements": ["C", "C", "C", "O", "C", "O", "H", "H", "H", "H", "H", "H", "H", "H"], "coordinates": [[0.8140, -1.8692, -0.3513], [0.2497, -0.5406, -0.8446], [-0.0639, 0.3478, 0.3425], [0.3616, 0.0778, 1.4512], [-0.9048, 1.6143, 0.2152], [-1.1897, 2.1119, 1.4862], [1.6481, -1.6758, 0.3250], [1.1554, -2.5069, -1.1706], [0.0553, -2.4091, 0.2244], [-0.6469, -0.6857, -1.4601], [0.9723, -0.0147, -1.4859], [-0.3366, 2.3463, -0.3853], [-1.8333, 1.4048, -0.3357], [-0.6361, 1.5754, 2.0841]]}